(1)
The following is a quantum chemistry calculation of a structure of composition C37H32MnN3O4P2, from the OMol25 dataset.

XYZ file:
```
79
Properties=species:S:1:pos:R:3
Mn 0.1262 0.3757 0.1337
O 4.4240 3.0665 -2.8978
C 4.9204 1.9802 -2.3426
O 6.0782 1.6629 -2.4257
C 3.9868 1.1126 -1.5505
C 4.4145 -0.0514 -0.9407
N 3.3599 -0.5941 -0.3218
N 2.2517 0.1401 -0.4960
C 2.6185 1.1830 -1.2410
C 1.5491 2.1896 -1.5882
O 1.8333 3.1502 -2.2817
O 0.3900 1.9248 -1.0923
H 3.4493 3.1690 -2.7384
H 5.3937 -0.4985 -0.9295
H 3.3048 -1.4909 0.1421
C -1.4020 -2.9779 1.1281
N -2.5025 -2.3455 1.8238
C -3.2902 -1.4059 1.0384
P -2.4422 0.1361 0.4383
C -1.7775 1.0070 1.9090
C -1.1814 2.2527 1.6490
C -0.5183 2.9419 2.6574
C -0.4426 2.4022 3.9330
C -1.0287 1.1712 4.1979
C -1.6815 0.4704 3.1957
C -3.8489 1.1221 -0.1185
C -3.9716 1.4223 -1.4720
C -5.0545 2.1684 -1.9171
C -6.0026 2.6186 -1.0129
C -5.8782 2.3282 0.3417
C -4.8037 1.5818 0.7906
C -3.2652 -3.1515 2.7243
C -4.0165 -2.5218 3.7184
C -4.7509 -3.2616 4.6285
C -4.7456 -4.6494 4.5771
C -4.0121 -5.2801 3.5875
C -3.2859 -4.5406 2.6610
P 0.1558 -1.9845 1.2611
C 0.5941 -1.9545 3.0136
C 1.5775 -1.0378 3.3944
C 1.9712 -0.9417 4.7175
C 1.3635 -1.7423 5.6774
C 0.3760 -2.6431 5.3076
C -0.0053 -2.7593 3.9769
C 1.3820 -3.0450 0.4424
C 2.3933 -3.7041 1.1420
C 3.3505 -4.4364 0.4510
C 3.2955 -4.5237 -0.9338
C 2.2860 -3.8775 -1.6346
C 1.3385 -3.1321 -0.9511
H -1.5961 -3.1306 0.0579
H -1.1890 -3.9583 1.5504
H -4.1594 -1.0939 1.6165
H -3.6800 -1.8721 0.1192
H -1.2631 2.6979 0.6605
H -0.0757 3.9052 2.4422
H 0.0707 2.9398 4.7187
H -0.9636 0.7424 5.1896
H -2.0935 -0.5033 3.4117
H -3.2172 1.0826 -2.1710
H -5.1506 2.4042 -2.9679
H -6.8410 3.2069 -1.3606
H -6.6168 2.6895 1.0444
H -4.6952 1.3666 1.8481
H -4.0339 -1.4415 3.7904
H -5.3233 -2.7472 5.3888
H -5.3116 -5.2280 5.2934
H -4.0121 -6.3595 3.5144
H -2.7626 -5.0771 1.8800
H 2.0313 -0.3892 2.6451
H 2.7406 -0.2367 5.0029
H 1.6608 -1.6613 6.7142
H -0.1000 -3.2635 6.0551
H -0.7742 -3.4715 3.7093
H 2.4354 -3.6392 2.2219
H 4.1352 -4.9437 0.9959
H 4.0417 -5.0948 -1.4693
H 2.2449 -3.9438 -2.7133
H 0.5712 -2.6009 -1.5052
```

As for the spin multiplicity: 6. The energy above the lowest of the compared OMol25 structures with the same formula, charge and spin is 0.0 kcal per mole. The calculation puts the highest occupied orbital energy (alpha / beta) at -11.075 / -11.118 eV. As for the net charge: +1. As for the expectation value of S²: 8.76. The orbital gap (alpha / beta) comes out at 0.320 / 0.291 hartree.

---

(2)
The following is a quantum chemistry calculation of a cluster of 2 separate species, C4H13NO in total at a distorted geometry, from the OMol25 dataset.

XYZ file:
```
19
Properties=species:S:1:pos:R:3
C 0.2276 -1.2485 -3.4572
C -0.2875 -1.0472 -2.0618
N 1.1339 0.5805 4.9565
H -0.1180 -0.5189 -4.1846
H 1.3192 -1.2002 -3.5213
H -0.0135 -2.2768 -3.7218
H 0.0350 -1.8762 -1.4064
H -1.3961 -1.1433 -1.9910
H 2.0847 0.4402 4.6615
H 0.4901 -0.1061 4.6346
H 0.8378 1.5267 4.8962
C -0.2963 0.1649 0.0589
O -0.0458 0.1527 -1.4105
C -0.7861 1.5693 0.3773
H 0.6733 -0.0849 0.4808
H -1.0011 -0.6443 0.2460
H -0.3158 1.9724 1.2698
H -1.8303 1.5697 0.6965
H -0.7109 2.1701 -0.5236
```

As for the spin multiplicity: 2. The energy above the lowest of the compared OMol25 structures with the same formula, charge and spin is 43.8 kcal per mole. The calculation puts the highest occupied orbital energy (alpha / beta) at -12.094 / -12.089 eV. As for the net charge: +1. As for the expectation value of S²: 0.75. The orbital gap (alpha / beta) comes out at 0.332 / 0.111 hartree.

---

(3)
The following is a quantum chemistry calculation of a structure of composition C12H30BrMnN2O4 at a distorted geometry, from the OMol25 dataset.

XYZ file:
```
50
Properties=species:S:1:pos:R:3
Mn -2.0532 1.7309 7.2547
Br 0.0399 3.0075 6.7431
C -1.8514 6.3945 11.0686
O -2.2110 5.3872 10.1482
C -3.2596 4.5774 10.5955
C -3.5395 3.6038 9.4748
N -2.3459 2.7712 9.1557
C -2.0877 1.7174 10.1681
C -0.8931 0.8920 9.7941
O -1.1138 0.2887 8.4983
C -0.0610 -0.6034 8.1101
H -2.7318 6.9714 11.3685
H -1.1603 7.0640 10.5659
H -1.3710 5.9612 11.9509
H -4.1741 5.1476 10.8095
H -2.9764 4.0733 11.5318
H -3.7902 4.1737 8.5810
H -4.3987 2.9753 9.7211
H -1.5852 3.4620 9.2052
H -2.9948 1.1152 10.2581
H -1.8810 2.1429 11.1540
H -0.7585 0.0891 10.5192
H 0.0056 1.5127 9.7311
H 0.7980 -0.0367 7.7469
H -0.4453 -1.2547 7.3291
H 0.2331 -1.2233 8.9573
C 4.2370 1.0632 8.5009
O 4.2171 2.3179 7.8787
C 4.4666 3.3781 8.7712
C 4.8502 4.6525 7.9932
N 4.6087 4.6036 6.5392
C 3.2637 5.0798 6.2312
C 3.0709 5.3134 4.7495
O 4.0646 6.1569 4.2558
C 3.9582 6.3808 2.8772
H 5.1725 0.8895 9.0437
H 4.1430 0.3059 7.7238
H 3.4001 0.9591 9.2112
H 5.2659 3.1090 9.4749
H 3.5748 3.5559 9.3973
H 5.8889 4.9090 8.2013
H 4.2534 5.4609 8.4235
H 4.5656 3.6048 6.3311
H 3.0603 5.9922 6.7994
H 2.5086 4.3402 6.5457
H 2.0638 5.7091 4.5585
H 3.1409 4.3319 4.2413
H 3.5926 5.4904 2.3508
H 4.9481 6.6277 2.4989
H 3.2709 7.2092 2.6598
```

As for the spin multiplicity: 6. The energy above the lowest of the compared OMol25 structures with the same formula, charge and spin is 31.9 kcal per mole. The calculation puts the highest occupied orbital energy (alpha / beta) at -10.267 / -10.269 eV. As for the net charge: +1. As for the expectation value of S²: 8.76. The orbital gap (alpha / beta) comes out at 0.197 / 0.194 hartree.

---

(4)
The following is a quantum chemistry calculation of a cluster of 2 separate species, C3H5F3S in total at a distorted geometry, from the OMol25 dataset.

XYZ file:
```
12
Properties=species:S:1:pos:R:3
C 1.1492 -0.6950 -0.5405
C -0.0234 0.1618 -0.2478
S 0.0325 1.7184 -0.9634
C -1.2429 -0.3665 0.2356
F -2.5386 0.2410 0.0318
F -1.4531 -1.6928 0.5284
H 2.1703 -0.2627 -0.3920
H 0.9465 -1.6373 -0.0005
H 1.2723 -0.8356 -1.6892
H -1.3289 1.8256 -1.1458
F 0.8983 0.7473 2.2582
H 0.1177 0.7959 1.9252
```

The energy above the lowest of the compared OMol25 structures with the same formula, charge and spin is 39.2 kcal per mole. The calculation puts the highest occupied orbital energy at -9.053 eV. As for the net charge: 0. The orbital gap comes out at 0.349 hartree. As for the SMILES: CC(S)=C(F)F.F.